C19H27F6N5O6SbSc | ωB97M-V/def2-TZVPD

M, u: 702.16
2S+1: 2
LUMO (alpha / beta), eV: -2.93 / -6.72
Net charge: +1
Energy relative to the best compared isomer or geometry (same formula, charge and spin), kcal per mole: 0.0
Gap between HOMO and LUMO (alpha / beta), Eh: 0.3444 / 0.2048

Structure (XYZ):
```
65
Properties=species:S:1:pos:R:3:mulliken_charge:R:1
Sc -0.69442 0.67181 -0.66371 1.037
O 2.95289 1.00610 1.94500 -0.348
C 1.75845 1.01197 1.49167 0.268
O 1.43385 0.87359 0.32327 -0.344
C 0.75194 1.27753 2.60112 -0.075
C -0.13903 2.44483 2.09385 -0.342
C -0.93756 3.00670 3.25811 -1.030
C -1.92153 1.84694 3.54154 -0.919
C -1.58154 0.85475 2.43510 -0.127
O -1.14387 1.72304 1.33903 -0.638
C -0.27959 0.10224 2.72180 0.233
C -0.03655 -0.99263 1.67040 -0.674
O 0.79194 -1.85965 1.84677 -0.680
O -0.77225 -0.88051 0.59362 0.521
H 1.24310 1.50683 3.54155 0.689
H 0.34904 3.16976 1.44768 0.755
H -1.46136 3.90402 2.93447 0.365
H -0.30506 3.26101 4.10577 0.424
H -2.95558 2.17357 3.45850 0.393
H -1.78469 1.40112 4.52504 0.347
H -2.39684 0.22704 2.09284 0.616
H -0.23466 -0.34761 3.71078 0.653
F 0.19123 2.47731 -1.40172 -0.824
Sb -1.26454 3.68478 -2.04584 2.498
F -0.00482 4.78563 -2.83434 -0.529
F -1.30019 2.52135 -3.53220 -0.594
F -2.80959 4.57758 -2.52419 -0.503
F -2.21608 2.21926 -1.13826 -1.005
F -1.12277 4.50702 -0.37256 -0.534
N 2.01444 -4.04865 -0.49884 -0.204
C 2.40319 -3.75556 -1.77063 0.194
O 2.90874 -4.55638 -2.52536 -0.624
C 2.12352 -2.34734 -2.22486 -0.184
C 2.87328 -1.77442 -3.24648 -0.552
C 2.60472 -0.46286 -3.61144 -1.135
C 1.60255 0.22787 -2.95190 -0.675
N 0.85373 -0.33700 -1.99901 1.387
C 1.11507 -1.60393 -1.65464 0.182
H 2.27656 -4.95922 -0.15622 0.246
H 1.81300 -3.33526 0.18803 0.169
H 3.64925 -2.35664 -3.72591 0.538
H 3.17096 0.03094 -4.38758 0.487
H 1.38762 1.26234 -3.18793 0.554
H 0.49038 -2.02764 -0.88052 0.379
C -1.70772 -3.88534 -1.43368 -1.321
N -2.36720 -2.59013 -1.35884 0.499
C -3.17557 -2.37325 -0.17153 -1.154
C -2.18486 -1.62672 -2.28874 0.384
N -2.12036 -0.34631 -1.93082 -0.205
N -2.05467 -2.00337 -3.57758 0.206
C -1.54014 -1.07899 -4.57810 -1.113
C -2.71130 -3.18679 -4.12423 -1.205
H -1.15360 -4.04838 -0.50587 0.382
H -0.99926 -3.90769 -2.25724 0.407
H -2.42000 -4.70394 -1.55563 0.359
H -3.97806 -3.11475 -0.15106 0.446
H -3.60702 -1.37798 -0.19758 0.294
H -2.57639 -2.48413 0.73149 0.245
H -2.35344 0.25991 -2.71419 0.224
H -2.34662 -0.49963 -5.03618 0.376
H -1.04525 -1.65800 -5.35650 0.360
H -0.81840 -0.39848 -4.13583 0.274
H -3.38869 -3.61741 -3.39428 0.373
H -1.98346 -3.93899 -4.43305 0.351
H -3.29342 -2.88816 -4.99679 0.426
```

---

C19H27F7I2N2P | ωB97M-V/def2-TZVPD

M, u: 701.21
LUMO, eV: -4.08
Net charge: +1
Gap between HOMO and LUMO, Eh: 0.2087

Structure (XYZ):
```
58
Properties=species:S:1:pos:R:3:mulliken_charge:R:1
C 2.78077 3.20907 -1.79249 -0.984
C 1.72983 1.91488 -1.92620 -0.225
I 0.30193 2.46041 -3.49283 0.154
C 1.08665 1.70929 -0.43342 -1.032
I 2.78709 1.55353 0.99553 0.306
P -0.07345 0.20750 -0.24020 0.364
C -0.42194 0.04875 1.67009 -1.157
C -1.76413 0.68204 -1.02412 -0.794
C -3.05297 -0.10751 -0.39038 -0.249
C -4.22910 1.00710 -0.08516 -0.800
C -5.40556 0.96250 -1.26145 -0.682
N -6.48036 -0.05751 -0.94555 0.199
C -7.40943 -0.34490 -2.10446 -0.277
C -8.52574 -1.45883 -1.64624 -0.445
C -8.11364 -1.71521 -0.06973 -0.393
C -6.79076 -0.82422 0.32120 -0.175
C 0.55348 -1.41484 -1.02678 0.796
F -0.23670 -1.58996 -2.30290 -0.282
F 1.99069 -1.35918 -1.48094 -0.271
C 0.28003 -2.76852 -0.14386 0.460
F -1.18358 -2.96624 0.16429 -0.222
F 0.64493 -3.93428 -1.02927 -0.273
C 1.18798 -2.91490 1.21186 0.643
F 0.33194 -2.95914 2.45097 -0.222
F 1.90591 -4.24145 1.19813 -0.225
F 2.21604 -1.86773 1.40360 -0.176
H 2.67848 3.86171 -2.78612 0.388
H 3.88772 2.87803 -1.60641 0.275
H 2.34644 3.91087 -0.93059 0.312
H 2.38445 1.02696 -2.31650 0.402
H 0.47606 2.67146 -0.09622 0.582
H 0.55186 -0.11505 2.29798 0.384
H -1.14779 -0.84945 1.91639 0.379
H -0.90835 1.09603 1.97140 0.369
H -1.83706 1.87076 -0.94171 0.451
H -1.77403 0.46626 -2.19734 0.396
H -3.48593 -0.80982 -1.25300 0.388
H -2.81034 -0.81853 0.50666 0.191
H -3.83111 2.12974 -0.09710 0.353
H -4.65519 0.83733 0.99967 0.336
H -4.87606 0.77316 -2.31079 0.360
H -5.95432 2.01580 -1.34616 0.313
H -7.35793 0.14902 -3.16574 0.283
H -9.39547 -1.94821 -2.27952 0.297
H -8.68678 -2.43392 0.65696 0.285
H -6.16900 -0.74207 1.31782 0.205
C 7.16083 0.33151 3.34346 -1.088
C 7.14798 -0.70865 2.22777 -0.316
C 7.65206 -0.15604 0.89321 -0.357
C 6.76294 0.99194 0.44399 0.270
N 6.02518 1.94431 0.07143 -0.507
H 6.49279 1.16994 3.12207 0.298
H 6.82039 -0.11487 4.28313 0.321
H 8.17102 0.72692 3.49956 0.320
H 6.12626 -1.09010 2.11034 0.163
H 7.77584 -1.55599 2.52469 0.320
H 7.63648 -0.94234 0.13112 0.285
H 8.68265 0.20261 0.98985 0.307
```

---

C19H27MgN5OP2 | ωB97M-V/def2-TZVPD

M, u: 427.71
2S+1: 2
LUMO (alpha / beta), eV: -2.79 / -5.36
Net charge: +1
Energy relative to the best compared isomer or geometry (same formula, charge and spin), kcal per mole: 4.9
Gap between HOMO and LUMO (alpha / beta), Eh: 0.2596 / 0.1643

Structure (XYZ):
```
55
Properties=species:S:1:pos:R:3:mulliken_charge:R:1
Mg -0.12328 0.12591 0.15631 1.289
P -2.24645 -1.43663 0.78032 -0.074
P -0.08436 2.76296 0.36196 -0.221
N 0.49815 -1.80124 -0.79326 -0.065
N 1.69607 0.57413 -0.85578 0.188
H 2.07914 -2.55707 -1.99058 0.408
H 3.51824 -0.47201 -1.20062 0.498
H 2.50057 -2.26581 -0.28189 0.307
C 1.91046 -1.88116 -1.13422 -1.159
H 2.41694 -0.41018 -2.59760 0.391
C 2.45417 -0.50510 -1.49443 -0.773
H 0.37414 -3.87970 -0.46914 0.329
H 3.05077 2.00847 -1.58430 0.369
C -0.13017 -2.90088 -0.39662 -0.105
C 2.10982 1.81152 -1.03501 0.040
C -1.44321 -2.85160 0.04556 -0.856
C 1.41868 2.94763 -0.58874 -0.579
H -1.88328 -3.82620 0.26149 0.409
H 1.84203 3.92275 -0.83477 0.437
H -0.88874 3.70765 -0.35199 0.149
H 0.29003 3.57662 1.47331 0.126
H -3.45537 -1.57270 0.04140 0.090
H -2.67102 -2.02047 2.01637 0.069
H 0.28955 0.89297 -2.83584 -0.193
C -0.75603 0.57244 -2.97085 1.073
C -1.62307 1.79904 -3.14264 -1.255
C -0.82991 -0.36967 -4.14594 -1.548
O -1.17235 -0.07863 -1.72607 -0.592
H -1.38775 2.28461 -4.09648 0.408
H -2.67999 1.50350 -3.16508 0.360
H -1.46379 2.52735 -2.34041 0.106
H -0.09420 -1.17886 -4.06751 0.354
H -1.84006 -0.78782 -4.24111 0.335
H -0.61233 0.18603 -5.06525 0.443
H -0.74526 -1.05501 -1.58654 0.464
N -0.58251 1.27142 10.86872 -0.460
C -0.34340 1.02382 9.75162 -0.004
C -0.05088 0.71648 8.37671 0.386
C -0.84484 1.25233 7.35466 -1.049
C -0.58081 0.94271 6.01946 -0.490
C 0.48031 0.07980 5.71650 2.024
C 1.29309 -0.45140 6.72598 -0.506
C 1.02356 -0.12318 8.05734 -0.966
N 0.71318 -0.28091 4.37861 0.328
C 1.59680 -1.27208 3.92030 -0.289
C 1.46770 -1.31116 2.56522 -0.945
N 0.53222 -0.35100 2.16561 -0.254
C 0.09972 0.24104 3.28049 -0.345
H -1.67568 1.90998 7.60274 0.432
H -1.20535 1.35256 5.22577 0.230
H 2.12733 -1.10896 6.47754 0.284
H 1.64981 -0.52749 8.85108 0.436
H 2.20906 -1.85631 4.58134 0.380
H 1.96827 -1.96144 1.86302 0.287
H -0.63253 1.03636 3.33423 0.299
```

---

C19H27N3O4 | ωB97M-V/def2-TZVPD

M, u: 361.44
LUMO, eV: 0.67
Net charge: 0
Structure (SMILES): CC(C)[C@H](O)C(=O)N[C@@H](C)C(=O)N[C@H]1C(=O)N(C)CCc2ccccc21
Energy relative to the best compared isomer or geometry (same formula, charge and spin), kcal per mole: 2.9
Gap between HOMO and LUMO, Eh: 0.3571

Structure (XYZ):
```
53
Properties=species:S:1:pos:R:3:mulliken_charge:R:1
C 3.61695 3.23903 -0.16312 -1.423
H 4.37576 3.99164 0.03873 0.442
H 3.18307 3.43825 -1.14093 0.321
H 4.09740 2.26506 -0.19997 0.306
C 2.53926 3.28707 0.91396 0.560
C 1.93886 4.68698 1.01259 -1.570
H 1.13206 4.69302 1.73986 0.339
H 2.69760 5.40282 1.31995 0.442
H 1.54134 4.99483 0.04788 0.342
H 2.97724 3.02285 1.88282 0.267
C 1.41550 2.27072 0.63273 0.059
C 1.97444 0.86645 0.42630 0.374
O 2.27236 0.42763 -0.67809 -0.856
N 2.09509 0.16192 1.56041 -0.003
H 1.68332 0.57278 2.38971 0.397
C 2.35419 -1.26902 1.58803 0.113
C 2.86366 -1.68823 2.95541 -1.568
H 3.73802 -1.10467 3.23165 0.416
H 2.08072 -1.54527 3.69666 0.348
H 3.12757 -2.74195 2.94128 0.406
H 3.08682 -1.48483 0.80233 0.302
C 1.01755 -1.95361 1.24237 0.407
O 0.32603 -2.53255 2.05413 -0.704
N 0.67691 -1.79562 -0.05678 -0.210
H 1.25743 -1.18126 -0.61805 0.374
C -0.71396 -1.92784 -0.40499 0.576
C -1.10656 -1.46398 -1.78238 0.524
C -0.32682 -0.59379 -2.53315 -0.920
C -0.79388 -0.09351 -3.73643 -0.959
C -2.05301 -0.44116 -4.19006 -0.648
C -2.84027 -1.29210 -3.43538 -1.023
C -2.38633 -1.80867 -2.22972 0.903
C -3.26397 -2.76463 -1.46350 -0.862
C -3.39520 -2.51947 0.06299 -0.955
N -2.85676 -1.26169 0.53373 0.160
C -1.55017 -0.96805 0.46091 0.334
O -1.05601 0.04118 0.93823 -0.802
C -3.75535 -0.36385 1.22479 -1.155
H -4.18081 -0.84851 2.10577 0.359
H -4.56004 -0.05077 0.55727 0.340
H -3.18599 0.50815 1.53937 0.320
H -4.45258 -2.52807 0.33206 0.495
H -2.91604 -3.33689 0.61408 0.360
H -2.87351 -3.77534 -1.61602 0.334
H -4.25790 -2.73650 -1.91289 0.351
H -3.82683 -1.55811 -3.78775 0.360
H -2.42602 -0.04624 -5.12299 0.398
H -0.17430 0.57915 -4.30961 0.436
H 0.64707 -0.28095 -2.19099 0.492
H -1.00630 -2.96637 -0.22963 0.451
O 0.51693 2.28578 1.71914 -0.645
H -0.17981 1.63428 1.53894 0.552
H 0.90525 2.55389 -0.30162 0.341
```